This record from OMol25 describes a structure of composition C16H17FN2O4PtSi in a non-equilibrium geometry. The level of theory is ωB97M-V/def2-TZVPD.

Each line ends with the Mulliken charge.
Cartesian coordinates (Å):
1 Pt 0.01828 0.46485 0.49290  1.136
2 O -3.53296 2.39112 -0.37167  -0.457
3 C -2.31801 1.90685 -0.21504  0.408
4 O -2.10709 0.77357 0.22713  -0.712
5 C -1.19687 2.79335 -0.61454  0.303
6 C -1.23153 4.12030 -1.01340  -0.523
7 C -0.01579 4.76472 -1.22172  -0.350
8 C 1.18136 4.08960 -0.99528  -0.570
9 C 1.14863 2.77014 -0.58606  0.281
10 N -0.02729 2.15598 -0.44674  0.297
11 C 2.32467 1.88404 -0.19457  0.394
12 O 3.45747 2.26504 -0.35340  -0.645
13 O 1.97579 0.71352 0.29097  -0.689
14 H -4.17746 1.73533 -0.06078  0.390
15 H -2.17531 4.63052 -1.13296  0.524
16 H -0.00564 5.80130 -1.52693  0.436
17 H 2.14487 4.56650 -1.11006  0.516
18 C -0.03693 0.50725 5.36285  -1.280
19 Si -0.00570 0.95415 3.53857  -0.006
20 C -1.49804 2.07992 3.24902  -0.923
21 C 1.52550 2.01236 3.27579  -0.935
22 N -0.06683 -0.37368 2.42676  -0.465
23 C -0.00126 -1.72952 2.65330  0.665
24 C 0.00502 -2.37523 3.90305  -0.228
25 C 0.05290 -3.75542 4.02128  -0.965
26 C 0.10233 -4.58246 2.91131  -0.371
27 C 0.10423 -3.99331 1.65115  -0.904
28 C 0.05164 -2.62569 1.57408  0.789
29 F 0.05582 -2.05384 0.33670  -0.317
30 H -0.03674 1.43774 5.93523  0.362
31 H 0.84026 -0.06515 5.66557  0.358
32 H -0.92574 -0.05635 5.64802  0.354
33 H -1.53168 2.88473 3.98597  0.429
34 H -2.42714 1.51108 3.32456  0.264
35 H -1.46657 2.55053 2.26464  0.189
36 H 1.57518 2.81430 4.01558  0.419
37 H 1.55078 2.47562 2.29049  0.245
38 H 2.43022 1.40891 3.36824  0.279
39 H -0.03016 -1.78565 4.80259  0.118
40 H 0.05422 -4.18921 5.01325  0.388
41 H 0.14054 -5.65732 3.01553  0.369
42 H 0.14863 -4.57192 0.73932  0.429

HOMO level: -6.915 eV
calculated total energy: -41880.7824 eV
net charge: 0
ΔE to the lowest compared entry with this formula, charge and spin: 0.0 kcal/mol



This record from OMol25 describes a cluster of 3 separate species, C5H14N2O in total. The level of theory is ωB97M-V/def2-TZVPD.

Each line ends with the Mulliken charge.
Cartesian coordinates (Å):
1 C -2.20360 -0.00064 -0.06240  -0.799
2 C -0.16716 1.35532 1.55522  -1.485
3 C -0.17794 0.69357 0.19887  1.005
4 N -2.40494 0.22619 -1.40898  -0.471
5 O 0.05753 1.32603 -0.85860  -0.815
6 H -2.16887 -0.56286 -1.99580  0.270
7 H -1.88271 1.04657 -1.72464  0.302
8 H -2.57760 0.77247 0.60055  0.360
9 H -2.40562 -1.01112 0.27998  0.402
10 H 0.83296 1.74048 1.77972  0.316
11 H -0.84240 2.21499 1.55440  0.456
12 H -0.46702 0.66563 2.34805  0.312
13 C 1.45433 -0.75558 0.29769  -0.130
14 C 1.15155 -1.74033 -0.79358  -1.180
15 N 2.48880 0.11803 0.01079  -0.530
16 H 2.30385 0.64926 -0.83998  0.305
17 H 2.71543 0.75519 0.76361  0.302
18 H 1.45482 -1.12488 1.31923  0.413
19 H -0.39707 -0.40959 0.21985  -0.028
20 H 0.32771 -2.40266 -0.52030  0.334
21 H 2.02710 -2.35822 -1.01876  0.382
22 H 0.88085 -1.19786 -1.70494  0.281

HOMO level (spin up / spin down): -6.476 / -6.471 eV
calculated total energy: -10435.8351 eV
net charge: 0
ΔE to the lowest compared entry with this formula, charge and spin: 119.8 kcal/mol



This record from OMol25 describes a cluster of 2 separate species, C3H11N3 in total in a non-equilibrium geometry. The level of theory is ωB97M-V/def2-TZVPD.

Each line ends with the Mulliken charge.
Cartesian coordinates (Å):
1 C -2.24400 1.31365 -0.86947  -0.210
2 N -2.24574 2.42841 -1.47274  -0.391
3 C -1.26172 3.40369 -0.91474  -0.751
4 H -3.16912 0.74226 -0.94981  0.266
5 H -1.47297 0.88266 -0.22500  0.206
6 H -1.42811 3.51343 0.16206  0.305
7 H -1.57399 4.37303 -1.30359  0.276
8 H -0.23900 3.19105 -1.23159  0.293
9 N 2.56507 -2.03243 -0.03054  -0.605
10 C 1.45096 -1.67155 0.88194  -0.061
11 N 0.97021 -2.86760 1.61083  -0.504
12 H 2.54442 -3.01664 -0.26997  0.212
13 H 2.35467 -1.62755 -0.93862  0.245
14 H 1.89564 -1.18094 1.73944  0.230
15 H 0.71529 -1.17940 0.26729  0.134
16 H 0.68117 -3.68928 1.11436  0.169
17 H 0.45720 -2.58280 2.43016  0.186

HOMO level: -9.005 eV
calculated total energy: -7757.5755 eV
net charge: 0
ΔE to the lowest compared entry with this formula, charge and spin: 57.8 kcal/mol